Molecular formula: C17H14Br2N3O2SSn
Method: DFT, ωB97M-V/def2-TZVPD

E_HOMO in Ha: -0.3643
Energy in eV: -183166.156
Maximum force in eV/Å: 4.3
Net charge: +1
ΔE to the lowest compared entry with this formula, charge and spin in kJ/mol: 227.95

Each line ends with the Mulliken charge.
Cartesian coordinates (Å):
Sn: -0.529 -1.291 0.383  0.6470
C: -2.286 -1.094 3.558  -1.3398
C: -0.837 -1.100 3.634  1.0328
C: -0.286 -1.267 4.964  -0.9745
C: 1.052 -0.944 5.195  -0.8433
C: 1.884 -0.641 4.046  0.8704
C: 3.158 -0.097 4.167  -0.0188
Br: 3.835 0.134 5.900  -0.1892
C: 3.839 0.379 3.028  -0.4172
C: 3.323 0.201 1.756  -0.2555
Br: 3.974 1.145 0.312  -0.1269
C: 2.009 -0.331 1.584  0.7275
O: 1.381 -0.295 0.444  -0.6647
C: 1.302 -0.725 2.789  0.1499
N: -0.073 -0.923 2.629  -0.1920
H: -2.609 -0.819 4.560  0.4521
H: -2.789 -2.033 3.262  0.2452
H: -2.554 -0.350 2.827  0.2747
H: -1.073 -1.455 5.713  0.3710
H: 1.474 -0.959 6.212  0.3160
H: 4.747 0.948 3.215  0.3900
O: -1.265 1.351 1.113  -0.3468
C: -1.554 0.565 0.230  0.2687
C: -2.657 0.229 -6.010  -1.2554
C: -1.765 0.280 -4.887  0.6039
C: -0.394 0.476 -4.881  -0.7533
C: 0.182 0.803 -3.629  0.8219
N: -0.483 0.792 -2.468  -0.2352
C: -1.773 0.631 -2.486  0.2417
S: -2.855 0.895 -1.136  -0.2990
N: -2.382 0.210 -3.612  -0.1047
C: 1.698 1.066 -3.552  -1.2083
H: -2.660 1.147 -6.622  0.3075
H: -3.734 0.005 -5.778  0.3352
H: -2.326 -0.632 -6.582  0.3531
H: 0.152 0.191 -5.709  0.4844
H: -3.375 -0.007 -3.495  0.3161
H: 2.042 1.766 -4.409  0.3660
H: 2.332 0.159 -3.642  0.2999
H: 1.874 1.588 -2.621  0.3497

Molecular formula: C17H14BrN2O2PtS3
Method: DFT, ωB97M-V/def2-TZVPD

E_HOMO in Ha: -0.1553
Energy in eV: -130727.304
Maximum force in eV/Å: 1.5
Net charge: -1
ΔE to the lowest compared entry with this formula, charge and spin in kJ/mol: 101.87

Each line ends with the Mulliken charge.
Cartesian coordinates (Å):
Pt: 0.234 -0.481 0.319  0.7246
O: 1.532 0.268 3.745  -0.6506
C: 1.355 1.540 4.125  0.2686
C: 1.896 1.958 5.341  -0.5815
C: 1.677 3.246 5.801  -0.3328
C: 0.908 4.135 5.063  -0.5775
C: 0.399 3.733 3.835  -0.6104
C: 0.629 2.457 3.347  0.6134
C: 0.136 2.019 1.979  0.1975
O: -0.425 0.781 1.989  -1.0726
N: 1.342 2.017 1.091  -0.2656
N: 1.104 1.441 -0.096  -0.2019
C: 1.854 1.671 -1.113  -0.3922
C: 1.584 1.160 -2.434  0.3628
Br: -0.097 0.263 -2.650  -0.0833
C: 2.472 1.290 -3.435  -0.5403
C: 2.407 0.911 -4.841  0.7417
C: 1.238 0.922 -5.608  -0.4447
C: 1.265 0.555 -6.943  -0.5826
C: 2.452 0.173 -7.550  -0.4066
C: 3.625 0.183 -6.809  -0.4966
C: 3.604 0.558 -5.479  -0.5116
H: 0.879 0.088 3.022  0.3795
H: 2.476 1.245 5.914  0.4078
H: 2.093 3.549 6.754  0.3538
H: 0.710 5.131 5.440  0.3713
H: -0.186 4.426 3.239  0.3270
H: -0.569 2.783 1.592  0.2580
H: 1.904 2.861 1.077  0.3447
H: 2.724 2.319 -1.003  0.2954
H: 3.431 1.695 -3.119  0.2448
H: 0.308 1.243 -5.167  0.4166
H: 0.346 0.565 -7.516  0.3647
H: 2.465 -0.122 -8.591  0.3606
H: 4.559 -0.111 -7.271  0.3563
H: 4.525 0.562 -4.907  0.3354
S: 1.059 -4.968 0.386  -0.3735
C: 0.758 -3.350 0.261  0.0777
S: -0.786 -2.609 0.461  -0.2848
S: 1.949 -2.144 -0.051  -0.3932

Molecular formula: C17H14ClFN2O2
Method: DFT, ωB97M-V/def2-TZVPD

E_HOMO in Ha: -0.2723
Energy in eV: -40168.732
SMILES: Cc1cc2ccccn2c1[C@@H](C[N+](=O)[O-])c1c(F)cccc1Cl
Maximum force in eV/Å: 1.0
Net charge: 0
ΔE to the lowest compared entry with this formula, charge and spin in kJ/mol: 376.72

Each line ends with the Mulliken charge.
Cartesian coordinates (Å):
C: -1.915 -1.774 2.103  -1.4335
C: -1.813 -0.620 1.166  1.8095
C: -2.731 0.426 1.054  -1.6793
C: -2.266 1.297 0.080  0.7763
C: -2.761 2.497 -0.454  -0.9846
C: -2.067 3.144 -1.433  -0.3156
C: -0.851 2.595 -1.899  -0.9082
C: -0.375 1.433 -1.381  0.2090
N: -1.061 0.781 -0.405  0.1920
C: -0.788 -0.379 0.256  -0.4028
C: 0.406 -1.255 -0.018  1.0456
C: 0.237 -1.985 -1.359  -1.5817
N: -0.922 -2.897 -1.250  1.1763
O: -0.914 -3.697 -0.346  -0.6095
O: -1.790 -2.787 -2.079  -0.6278
C: 1.702 -0.498 0.197  -0.9487
C: 1.951 -0.095 1.515  0.2651
F: 1.065 -0.444 2.465  -0.3024
C: 3.058 0.627 1.911  -0.7707
C: 3.996 0.978 0.958  -0.4050
C: 3.805 0.595 -0.354  -0.8939
C: 2.679 -0.131 -0.727  0.9681
Cl: 2.590 -0.535 -2.416  -0.1845
H: -2.876 -1.752 2.610  0.3963
H: -1.127 -1.722 2.854  0.2211
H: -1.822 -2.723 1.578  0.2751
H: -3.636 0.541 1.616  0.4577
H: -3.694 2.880 -0.070  0.4448
H: -2.431 4.066 -1.857  0.4114
H: -0.294 3.097 -2.673  0.4399
H: 0.550 0.996 -1.716  0.1472
H: 0.381 -2.034 0.757  0.4852
H: 0.032 -1.312 -2.190  0.5019
H: 1.112 -2.604 -1.568  0.5401
H: 3.169 0.896 2.949  0.4496
H: 4.871 1.542 1.235  0.3938
H: 4.530 0.854 -1.109  0.4421

Molecular formula: C17H14ClN3O3S
Method: DFT, ωB97M-V/def2-TZVPD

E_HOMO in Ha: -0.3047
Energy in eV: -51822.564
SMILES: C=CC(=O)N(Cc1cc(C)no1)c1nc(-c2ccc(Cl)cc2O)cs1
Maximum force in eV/Å: 5.5
Net charge: 0

Each line ends with the Mulliken charge.
Cartesian coordinates (Å):
C: -1.313 -0.152 5.472  -0.5420
C: -1.062 0.949 4.720  -0.9496
C: -0.151 0.948 3.681  1.1114
O: 0.989 1.120 3.975  -0.5547
N: -0.520 0.338 2.498  0.2417
C: -1.829 -0.312 2.299  -1.2335
C: -1.756 -1.782 2.549  0.3162
C: -0.666 -2.633 2.773  0.3354
C: -1.174 -3.959 2.996  0.2201
C: -0.294 -5.169 3.280  -1.0608
N: -2.401 -3.994 2.662  -0.5450
O: -2.833 -2.654 2.450  -0.2639
C: 0.344 0.543 1.353  0.4946
N: -0.163 0.785 0.163  -0.7703
C: 0.781 1.167 -0.797  0.2456
C: 0.390 1.665 -2.095  1.0341
C: 1.376 2.418 -2.916  -0.7450
C: 1.067 3.150 -4.089  -1.0343
C: -0.193 2.846 -4.660  0.5109
Cl: -0.416 3.515 -6.210  -0.2048
C: -1.133 2.102 -3.948  -0.9464
C: -0.875 1.552 -2.706  0.7268
O: -1.859 0.832 -2.034  -0.6296
C: 2.046 1.194 -0.268  -0.4772
S: 2.019 0.784 1.464  -0.1199
H: -1.943 -0.285 6.438  0.2600
H: -0.979 -1.130 5.127  0.2199
H: -1.180 1.885 5.121  0.4441
H: -2.510 0.101 2.966  0.6181
H: -2.254 -0.260 1.317  0.3302
H: 0.415 -2.340 2.849  0.3166
H: -0.132 -5.745 2.353  0.2870
H: -0.756 -5.693 4.115  0.3329
H: 0.680 -4.772 3.601  0.2853
H: 2.439 2.588 -2.570  0.0832
H: 1.788 3.658 -4.665  0.4193
H: -2.034 1.957 -4.490  0.4271
H: -1.312 0.608 -1.291  0.5202
H: 2.875 1.532 -0.929  0.2963

Molecular formula: C17H14ClN3O3S2
Method: DFT, ωB97M-V/def2-TZVPD

E_HOMO in Ha: -0.3261
Energy in eV: -62662.917
SMILES: O=C(NCc1cccc(Cl)c1)c1ccc2c(c1)SC1=NS(=O)(=O)CCN12
Maximum force in eV/Å: 1.2
Net charge: 0
ΔE to the lowest compared entry with this formula, charge and spin in kJ/mol: 0.00

Each line ends with the Mulliken charge.
Cartesian coordinates (Å):
O: -0.660 1.068 2.991  -0.6450
C: 0.113 0.759 2.107  0.3869
N: 1.351 0.264 2.351  -0.1841
C: 1.803 -0.031 3.693  -1.1326
C: 1.920 -1.513 3.940  0.8694
C: 3.045 -2.052 4.549  -0.7155
C: 3.134 -3.416 4.771  -0.4402
C: 2.110 -4.260 4.379  -0.5304
C: 0.990 -3.717 3.768  0.2079
Cl: -0.300 -4.755 3.271  -0.2277
C: 0.886 -2.355 3.550  -0.4441
C: -0.233 0.912 0.660  0.3642
C: 0.713 1.218 -0.316  -0.7743
C: 0.349 1.389 -1.640  -0.9853
C: -0.985 1.245 -1.998  0.8109
C: -1.934 0.934 -1.015  0.5318
C: -1.573 0.780 0.308  -0.7932
S: -3.533 0.783 -1.718  -0.2619
C: -2.885 1.131 -3.311  0.6508
N: -3.652 1.155 -4.323  -0.6311
S: -3.029 1.444 -5.818  1.1340
O: -2.479 0.228 -6.342  -0.6302
O: -3.995 2.151 -6.592  -0.6425
C: -1.621 2.535 -5.400  -0.9485
C: -0.788 1.704 -4.449  -0.4365
N: -1.543 1.377 -3.254  0.0876
H: 1.897 -0.109 1.591  0.2995
H: 1.053 0.403 4.364  0.3565
H: 2.764 0.460 3.872  0.3889
H: 3.851 -1.403 4.857  0.3419
H: 4.009 -3.827 5.249  0.3723
H: 2.175 -5.323 4.544  0.4226
H: 0.001 -1.946 3.087  0.4818
H: 1.748 1.358 -0.044  0.5005
H: 1.102 1.626 -2.375  0.2944
H: -2.307 0.563 1.067  0.4785
H: -2.025 3.437 -4.949  0.3895
H: -1.081 2.766 -6.312  0.3916
H: -0.506 0.779 -4.969  0.2871
H: 0.115 2.240 -4.144  0.3747

Q: Which value of net charge does entry 2 give?
A: -1

Q: maximum force of number 5 (C17H14ClN3O3S2)?
A: 1.2 eV/Å